114
Properties=species:S:1:pos:R:3 method="wB97M-V/def2-TZVPD" charge=+1 gap_ev=8.72 homo_ev=-11.9
Hg -0.439 -1.429 1.029
B 0.211 0.678 -0.051
H 0.487 1.785 -0.446
H -0.382 0.807 1.018
H -0.517 0.139 -0.867
H 1.242 0.044 0.103
C -1.981 4.101 -0.514
C -3.027 3.189 0.111
C -4.417 3.459 -0.421
O -2.730 1.813 -0.228
H -0.970 3.915 -0.152
H -2.238 5.143 -0.318
H -2.011 3.972 -1.601
H -3.018 3.286 1.201
H -4.795 4.450 -0.169
H -5.114 2.736 0.012
H -4.458 3.325 -1.503
H -1.805 1.749 -0.509
C 3.132 3.609 -1.231
C 2.554 2.715 -2.308
C 3.325 2.811 -3.601
O 2.654 1.333 -1.896
H 2.597 3.474 -0.287
H 3.052 4.658 -1.518
H 4.184 3.366 -1.079
H 1.481 2.906 -2.427
H 4.353 2.510 -3.397
H 3.334 3.832 -3.978
H 2.897 2.135 -4.340
H 2.066 1.197 -1.139
C -1.024 -2.800 -2.866
C -0.716 -3.502 -1.565
C -0.104 -4.866 -1.762
O 0.206 -2.632 -0.843
H -0.182 -2.875 -3.558
H -1.189 -1.730 -2.727
H -1.931 -3.193 -3.328
H -1.615 -3.530 -0.948
H 0.840 -4.805 -2.303
H -0.786 -5.502 -2.330
H 0.063 -5.358 -0.801
H 0.874 -2.297 -1.478
C -0.093 0.287 -4.503
C -1.499 0.769 -4.208
C -1.511 1.947 -3.255
O -2.200 1.061 -5.419
H 0.418 -0.063 -3.602
H 0.480 1.068 -5.005
H -0.144 -0.588 -5.158
H -2.049 -0.065 -3.760
H -1.197 1.627 -2.253
H -2.517 2.353 -3.145
H -0.791 2.713 -3.556
H -2.021 1.975 -5.663
C 1.373 3.254 5.255
C 0.260 2.421 4.652
C 0.058 2.748 3.189
O 0.656 1.018 4.698
H 1.132 4.315 5.192
H 2.285 3.091 4.679
H 1.539 3.007 6.306
H -0.673 2.569 5.202
H 0.992 2.581 2.646
H -0.226 3.789 3.036
H -0.697 2.098 2.743
H 1.219 0.899 5.469
C -1.251 -1.836 5.394
C -1.832 -1.278 4.102
C -2.866 -0.204 4.325
O -0.789 -0.778 3.247
H -2.051 -2.318 5.965
H -0.887 -1.037 6.042
H -0.502 -2.599 5.188
H -2.299 -2.117 3.582
H -2.435 0.668 4.823
H -3.711 -0.562 4.912
H -3.250 0.125 3.355
H -0.230 -0.162 3.768
C 3.133 -2.281 3.660
C 2.606 -1.402 2.544
C 3.730 -0.919 1.631
O 1.651 -2.174 1.752
H 3.700 -1.703 4.388
H 3.738 -3.107 3.285
H 2.281 -2.724 4.186
H 2.065 -0.544 2.940
H 4.529 -0.500 2.244
H 3.395 -0.206 0.882
H 4.173 -1.786 1.127
H 2.088 -2.968 1.425
C 3.321 -3.549 -2.702
C 3.581 -2.078 -2.482
C 4.204 -1.442 -3.710
O 2.306 -1.449 -2.207
H 2.682 -3.708 -3.577
H 2.783 -4.014 -1.869
H 4.246 -4.103 -2.857
H 4.232 -1.936 -1.612
H 5.010 -2.071 -4.097
H 4.626 -0.460 -3.496
H 3.457 -1.375 -4.502
H 2.501 -0.493 -2.182
C -4.276 -1.437 -1.030
C -3.916 -1.361 0.448
C -3.888 -2.703 1.121
O -2.610 -0.751 0.583
H -5.172 -2.053 -1.154
H -3.483 -1.919 -1.604
H -4.483 -0.443 -1.422
H -4.626 -0.700 0.955
H -3.685 -2.647 2.190
H -3.167 -3.375 0.641
H -4.861 -3.186 1.015
H -2.666 0.174 0.258